1.
Below is a 2-piece molecular cluster, C4H13N3O overall, with properties calculated with ωB97M-V/def2-TZVPD.

Computed properties:
gap between HOMO and LUMO	9.033	eV
highest occupied orbital energy	-8.589	eV
SMILES	N/C=N\CCCN.O

The geometry in ORCA input format:
```
! wB97M-V def2-TZVPD RIJCOSX def2/J DEFGRID3
* xyz 0 1
N 1.46605 0.64166 -0.38345
C 1.56592 -0.74244 -0.45185
N 0.84462 -1.62790 0.09821
C -0.35018 -1.27740 0.84831
C -1.52124 -1.72057 -0.03188
C -2.14394 -0.56004 -0.86352
N -2.37932 0.57319 0.09510
H 2.19217 1.32548 -0.40230
H 0.79515 0.87945 0.33873
H 2.53520 -0.99770 -0.88754
H -0.37039 -1.62756 1.88891
H -0.36165 -0.20082 1.04132
H -2.36328 -2.09779 0.55634
H -1.27572 -2.64623 -0.56429
H -3.05931 -0.82949 -1.34962
H -1.28434 -0.29683 -1.55823
H -3.36895 0.75948 -0.03418
H -1.74574 1.33946 -0.09733
O 3.30448 2.73805 0.55285
H 3.41730 3.59198 0.11118
H 4.10318 2.77602 1.09325
*
```

---

2.
Below is an isolated ion of composition C3H10NS and charge +1, with properties calculated with ωB97M-V/def2-TZVPD.

Computed properties:
gap between HOMO and LUMO	8.220	eV
highest occupied orbital energy	-12.296	eV
SMILES	[NH3+]CCCS

The geometry in ORCA input format:
```
! wB97M-V def2-TZVPD RIJCOSX def2/J DEFGRID3
* xyz 1 1
N 1.63123 -0.59653 1.28819
C 0.92564 -0.53466 -0.05580
C -0.11665 0.55897 -0.06588
C -1.47145 -0.01497 -0.66909
S -2.00217 1.12943 -1.96320
H 1.01520 -0.90663 1.98921
H 2.43582 -1.26940 1.19670
H 2.08154 0.38542 1.61248
H 0.43806 -1.53594 -0.38101
H 1.57695 -0.40995 -0.82463
H 0.24097 1.34032 -0.81372
H -0.35062 1.05570 0.92382
H -2.30751 -0.11354 0.01615
H -1.37221 -1.01284 -1.08439
H -2.72480 1.92462 -1.16880
*
```

---

3.
Below is C54H53IMnN6O2P2S as an isolated structure, with properties calculated with ωB97M-V/def2-TZVPD.

Computed properties:
gap between HOMO and LUMO (spin up / spin down)	6.202 / 7.806	eV
highest occupied orbital energy (spin up / spin down)	-10.113 / -10.124	eV

The geometry in ORCA input format:
```
! wB97M-V def2-TZVPD RIJCOSX def2/J DEFGRID3
* xyz 1 5
Mn 0.28087 0.04744 0.09524
I -2.87959 -2.24684 0.35701
C -1.43354 -3.51866 -0.41389
C -1.79798 -4.68598 -1.02350
C -0.82018 -5.62954 -1.39753
C 0.48937 -5.41586 -1.07760
C 0.89053 -4.22489 -0.42560
C 2.23731 -4.05336 -0.00188
C 2.62265 -2.93575 0.67450
C 1.67893 -1.89549 0.85957
C 0.40545 -1.99151 0.38317
C -0.07207 -3.21459 -0.15593
H -2.84459 -4.90425 -1.18894
H -1.12285 -6.54017 -1.89569
H 1.24282 -6.15852 -1.30631
H 2.94510 -4.84718 -0.20666
H 3.63812 -2.80337 1.02503
H 2.06349 -0.96770 1.29980
C 5.89058 -5.02766 0.86794
C 5.89426 -3.55201 0.59003
C 5.84758 -2.62099 1.62261
C 5.81467 -1.26123 1.36261
C 5.85658 -0.78403 0.05478
N 5.92165 0.61706 -0.11976
C 5.97785 1.35970 -1.28361
O 6.61206 2.38839 -1.34130
N 5.32514 0.86114 -2.40391
C 4.05507 0.27464 -2.49128
C 3.67118 -0.25741 -3.71943
C 2.42996 -0.83717 -3.84700
C 1.59008 -0.86347 -2.74419
N 1.94283 -0.34251 -1.57186
C 3.14978 0.21547 -1.43936
C 5.91139 -1.70425 -0.98900
C 5.91963 -3.06292 -0.71126
H 6.30592 -5.24669 1.85109
H 6.47528 -5.57117 0.12644
H 4.87517 -5.43258 0.84462
H 5.84931 -2.96432 2.65094
H 5.80667 -0.55469 2.18168
H 6.39749 1.11949 0.61515
H 5.58829 1.40973 -3.21133
H 4.35463 -0.22356 -4.55914
H 2.10403 -1.25908 -4.78661
H 0.60426 -1.30938 -2.80337
H 3.38661 0.64036 -0.47491
H 5.98200 -1.36637 -2.01047
H 5.97311 -3.76067 -1.53853
O 2.24386 3.61159 -0.97485
C 1.67613 2.72751 -0.44076
N 1.11472 1.82859 0.10911
C -1.18525 -1.86904 5.09600
C -0.06637 -2.13943 4.10883
N 0.89329 -1.03011 4.03180
C 0.75608 0.02914 3.24863
S -0.67692 0.29704 2.33911
N 1.74579 0.92295 3.14668
C 2.96833 0.92236 3.93528
C 2.78147 1.41947 5.36170
H -1.83943 -2.73836 5.15836
H -1.78263 -1.01628 4.77740
H -0.79258 -1.67046 6.09354
H -0.45161 -2.30664 3.10309
H 0.51016 -3.01964 4.39523
H 1.72467 -1.09987 4.59873
H 1.49367 1.75662 2.63315
H 3.67328 1.55696 3.40075
H 3.39917 -0.08442 3.90414
H 2.43108 2.45073 5.36630
H 3.72881 1.37925 5.89841
H 2.05618 0.82126 5.91426
C -3.60354 0.78062 -1.20331
P -1.80870 1.12775 -1.16079
C -1.79206 2.94140 -1.17497
C -1.40252 3.64380 -0.03980
C -1.45007 5.02997 -0.03009
C -1.88615 5.72036 -1.14973
C -2.30270 5.02503 -2.27643
C -2.26541 3.64108 -2.28489
C -1.28584 0.64044 -2.84324
C -0.46353 1.44659 -3.62615
C -0.03767 1.00769 -4.87241
C -0.42110 -0.23769 -5.34640
C -1.21492 -1.06115 -4.55864
C -1.63760 -0.62890 -3.31129
P -4.44794 0.67079 0.43799
C -6.18958 0.57379 -0.11116
C -7.17449 0.92414 0.81388
C -8.51689 0.79534 0.50442
C -8.90259 0.30302 -0.73545
C -7.93480 -0.05270 -1.66041
C -6.58715 0.08222 -1.35123
C -4.36723 2.37541 1.07248
C -4.93543 3.46852 0.41913
C -4.87416 4.72934 0.98397
C -4.25289 4.91059 2.21555
C -3.68906 3.83162 2.87463
C -3.74895 2.56660 2.30379
H -3.73155 -0.19641 -1.66763
H -4.05235 1.52845 -1.86670
H -1.05580 3.11194 0.83315
H -1.14489 5.56855 0.85714
H -1.90941 6.80225 -1.14228
H -2.65411 5.56012 -3.14862
H -2.59288 3.10857 -3.17105
H -0.15270 2.42033 -3.26820
H 0.59297 1.64881 -5.47442
H -0.10153 -0.56784 -6.32597
H -1.50678 -2.04101 -4.91321
H -2.24228 -1.29037 -2.70135
H -6.88907 1.31507 1.78429
H -9.26465 1.07990 1.23271
H -9.95180 0.19815 -0.97661
H -8.22303 -0.43316 -2.63138
H -5.85892 -0.20135 -2.10058
H -5.44227 3.32789 -0.52913
H -5.31610 5.57381 0.47167
H -4.21592 5.89665 2.66048
H -3.21238 3.96878 3.83671
H -3.32037 1.71835 2.82419
*
```

---

4.
Below is C15H14BrF3N2O14P2SYb as an isolated structure, with properties calculated with ωB97M-V/def2-TZVPD.

Computed properties:
gap between HOMO and LUMO	8.938	eV
highest occupied orbital energy	-6.627	eV

The geometry in ORCA input format:
```
! wB97M-V def2-TZVPD RIJCOSX def2/J DEFGRID3
* xyz -1 2
Yb -0.56866 0.16745 -0.53303
Br 1.28818 -2.40791 2.40546
C -0.03089 -1.17312 2.99147
C -0.08707 -0.96914 4.36036
C -1.11928 -0.19379 4.86104
C -2.06070 0.29794 3.98042
C -1.88846 0.07409 2.62453
N -0.85523 -0.61242 2.11355
C -2.93973 0.59033 1.63016
O -3.97590 1.02851 2.11748
O -2.60551 0.47433 0.41780
H 0.65079 -1.42540 5.00381
H -1.19292 -0.00479 5.92491
H -2.93489 0.84957 4.29537
C 0.16125 -3.32138 -4.02211
C -0.83023 -2.86164 -2.95252
O -2.05185 -3.57983 -2.97888
P -0.06152 -2.93469 -1.28844
O -0.27739 -4.49077 -0.92581
O 1.47687 -2.75798 -1.37136
O -0.73714 -2.06784 -0.27656
P -1.13617 -1.03979 -3.03812
O -1.46802 -0.71962 -4.57842
O -2.24988 -0.60681 -2.14281
O 0.19996 -0.47276 -2.63162
H 0.56375 -4.30649 -3.77877
H 0.98659 -2.61312 -4.08910
H -0.35333 -3.36795 -4.98149
H -1.93595 -4.40593 -2.49530
H -0.07608 -4.64024 0.00913
H 1.74115 -1.84864 -0.93983
H -2.42095 -0.56981 -4.65582
O 3.81695 -0.08931 -0.10553
C 2.65257 0.13577 0.19303
O 1.61817 -0.55452 -0.16466
C 2.32796 1.27810 1.09840
C 3.33870 2.17846 1.53357
C 2.99426 3.23271 2.33324
C 1.63438 3.38298 2.69451
C 0.69207 2.44349 2.21185
N 1.00758 1.42245 1.45225
H 4.35204 1.99705 1.20461
H 3.73849 3.93908 2.67526
H 1.30309 4.20973 3.30681
H -0.36167 2.55156 2.45285
F -1.36914 1.95059 -2.93952
C -0.65689 3.08361 -2.78078
F 0.23657 3.17438 -3.76098
F -1.48596 4.12131 -2.87495
S 0.15024 2.93335 -1.12365
O 1.09940 1.86205 -1.37392
O 0.66917 4.21764 -0.76979
O -0.96881 2.43917 -0.31811
*
```

---

5.
Below is one molecule with the formula C2H5ClN2S, with properties calculated with ωB97M-V/def2-TZVPD.

Computed properties:
gap between HOMO and LUMO (spin up / spin down)	5.465 / 6.195	eV
highest occupied orbital energy (spin up / spin down)	-5.002 / -9.490	eV

The geometry in ORCA input format:
```
! wB97M-V def2-TZVPD RIJCOSX def2/J DEFGRID3
* xyz 0 3
C 0.91434 0.53004 0.32492
C 0.67896 -0.81912 -0.12736
N 0.21949 1.03125 1.30082
N -1.89043 0.02438 -0.79193
S -0.48657 -0.64275 -1.57387
Cl 2.08686 -1.67562 -0.69694
H 1.72441 1.09895 -0.27290
H 0.03314 -1.23160 0.57616
H 0.43172 1.96956 1.58193
H -1.43272 0.59689 -0.06836
H -2.27919 -0.88200 -0.25247
*
```

---

6.
Below is a 2-piece molecular cluster, C4H7NO overall, with properties calculated with ωB97M-V/def2-TZVPD.

Computed properties:
gap between HOMO and LUMO	9.754	eV
highest occupied orbital energy	-9.097	eV

The geometry in ORCA input format:
```
! wB97M-V def2-TZVPD RIJCOSX def2/J DEFGRID3
* xyz 0 1
C 2.32074 -0.06889 0.12412
C 0.86947 0.22838 0.09555
N 0.22679 1.22814 -0.31499
C -1.16388 0.94090 0.02808
C -1.21294 -0.40428 0.71108
O 0.04895 -0.77916 0.70873
H 2.60851 -0.26522 1.16131
H 2.88133 0.78409 -0.25920
H 2.55598 -0.96302 -0.46159
H -1.57384 1.71229 0.69398
H -1.79713 0.92803 -0.86777
H -3.03901 -1.76449 -1.13759
H -2.72498 -1.57678 -0.48170
*
```

---

Number 1: maximum force 0.0733 hartree/bohr. Number 2: maximum force 0.0796 hartree/bohr. Number 3: maximum force 0.0103 hartree/bohr. Number 4: maximum force 0.0474 hartree/bohr. Number 5: maximum force 0.0655 hartree/bohr. Number 6: maximum force 0.0107 hartree/bohr.